ORCA calculation (the ωB97M-V functional and the def2-TZVPD basis) on a cluster of 7 separate species, H13O6S in total in a non-equilibrium geometry.

Results
energy above the lowest of the compared OMol25 structures with the same formula, charge and spin	68.0	kJ/mol
HOMO-LUMO gap	6.80	eV
E	-23333.7454	eV

Structure (ORCA input):
```
! RIJCOSX wB97M-V def2-TZVPD def2/J DEFGRID3
* xyz -1 1
S 2.785 -1.108 0.396
O -0.208 1.618 2.450
O -1.012 -0.853 -1.716
O -2.490 0.057 2.551
O 3.840 0.932 -4.200
O 0.742 0.942 -0.502
O -3.125 -0.872 0.040
H 0.500 1.257 0.389
H -3.827 -0.354 -0.348
H -2.359 -0.999 -0.565
H -2.747 -0.381 1.706
H 3.005 0.594 -3.856
H -2.328 -0.676 3.151
H -0.932 0.964 2.531
H 4.450 0.644 -3.509
H 1.441 0.266 -0.179
H -0.706 -1.747 -1.567
H 0.565 1.204 2.861
H -0.430 -0.152 -1.338
H 2.835 -1.334 1.705
*
```

ORCA calculation (the ωB97M-V functional and the def2-TZVPD basis) on a cluster of 7 separate species, H13O6S in total in a non-equilibrium geometry.

Results
energy above the lowest of the compared OMol25 structures with the same formula, charge and spin	148.0	kJ/mol
HOMO-LUMO gap	7.34	eV
E	-23332.9155	eV

Structure (ORCA input):
```
! RIJCOSX wB97M-V def2-TZVPD def2/J DEFGRID3
* xyz -1 1
S 1.308 0.323 -0.492
O 0.552 -1.677 2.546
O -1.065 1.914 -2.174
O 2.226 1.967 2.827
O -1.254 -1.283 0.662
O -4.685 1.449 -3.118
O 2.793 -2.877 0.083
H 2.112 -2.235 -0.316
H 0.810 -0.711 2.641
H 2.618 1.070 3.109
H 2.155 1.703 1.919
H -0.258 1.368 -1.845
H -4.621 2.452 -3.133
H -1.690 1.194 -2.264
H -1.585 -1.958 0.110
H -0.703 -0.718 0.118
H -4.485 1.212 -2.232
H 2.423 0.994 -0.809
H 3.542 -2.436 0.486
H -0.192 -1.751 1.882
*
```

ORCA calculation (the ωB97M-V functional and the def2-TZVPD basis) on a cluster of 8 separate species, H14NO10 in total in a non-equilibrium geometry.

Results
energy above the lowest of the compared OMol25 structures with the same formula, charge and spin	113.8	kJ/mol
HOMO-LUMO gap	10.11	eV
E	-22191.2679	eV

Structure (ORCA input):
```
! RIJCOSX wB97M-V def2-TZVPD def2/J DEFGRID3
* xyz -1 1
O 0.885 0.154 0.641
O -1.021 0.493 1.392
O -2.668 2.370 -1.392
O -0.217 1.936 -0.024
O 2.913 -2.877 1.235
O -0.613 -1.850 -0.557
O -3.652 -0.514 0.963
O 0.629 -1.990 2.488
O 0.556 2.241 -3.111
O 2.735 0.982 -1.328
N -0.038 0.972 0.767
H 0.501 -1.195 2.045
H 3.199 0.183 -1.575
H 0.135 -2.000 3.316
H -2.872 -0.008 0.881
H 0.758 3.108 -3.381
H 3.497 -2.238 0.783
H 2.179 -2.346 1.576
H -2.472 1.569 -1.886
H 0.268 2.410 -2.216
H -3.434 -1.376 0.599
H -0.423 -1.069 -0.064
H 2.280 0.848 -0.515
H -1.152 -2.250 0.100
H -1.973 2.446 -0.736
*
```

ORCA calculation (the ωB97M-V functional and the def2-TZVPD basis) on a structure of composition H14Na4O11S in a non-equilibrium geometry.

Results
energy above the lowest of the compared OMol25 structures with the same formula, charge and spin	0.0	kJ/mol
HOMO-LUMO gap	7.01	eV
E	-51242.8624	eV

Structure (ORCA input):
```
! RIJCOSX wB97M-V def2-TZVPD def2/J DEFGRID3
* xyz 2 1
S 0.267 0.370 -0.455
Na -0.389 2.882 -2.424
Na 1.490 -1.281 -3.047
Na -1.806 -2.628 -1.646
Na 3.602 0.726 -0.456
O -1.498 0.990 -3.404
O -2.318 2.184 1.413
O -1.232 0.386 3.206
O 2.924 1.404 1.930
O -0.304 1.729 -0.471
O -0.719 -0.561 -1.111
O 2.501 -2.812 -1.080
O 0.679 -0.016 0.881
O 1.131 -2.603 1.532
O -3.457 -0.341 -0.302
O 1.508 0.350 -1.296
H 2.111 0.914 1.710
H -0.895 0.770 -4.124
H 1.041 -1.630 1.542
H -2.803 2.892 0.973
H -2.540 -0.349 -0.576
H -1.311 0.356 -2.681
H -1.512 2.069 0.877
H -1.532 1.245 2.854
H 3.385 0.843 2.568
H 3.330 -2.982 -0.616
H -3.472 0.195 0.507
H -0.399 0.207 2.755
H 0.251 -2.935 1.331
H 1.967 -2.371 -0.392
*
```

ORCA calculation (the ωB97M-V functional and the def2-TZVPD basis) on a cluster of 7 separate species, H14O7 in total in a non-equilibrium geometry.

Results
SMILES	O.O.O.O.O.O.O
energy above the lowest of the compared OMol25 structures with the same formula, charge and spin	210.2	kJ/mol
HOMO-LUMO gap	10.14	eV
E	-14559.2832	eV

Structure (ORCA input):
```
! RIJCOSX wB97M-V def2-TZVPD def2/J DEFGRID3
* xyz 0 1
O 25.146 -17.839 23.676
O 25.608 -14.462 25.171
O 27.015 -16.102 23.418
O 26.488 -14.679 20.195
O 24.308 -16.687 26.359
O 27.283 -17.595 21.163
O 29.279 -15.581 20.939
H 26.275 -13.895 25.501
H 24.237 -17.612 23.454
H 26.710 -15.465 19.742
H 24.844 -16.126 25.802
H 25.082 -18.763 23.356
H 27.175 -17.358 22.090
H 27.228 -16.083 24.354
H 26.160 -16.486 23.381
H 26.360 -17.541 20.742
H 28.431 -16.005 20.965
H 26.069 -15.038 20.968
H 29.298 -15.093 20.140
H 24.459 -17.590 26.120
H 25.855 -14.576 24.279
*
```

ORCA calculation (the ωB97M-V functional and the def2-TZVPD basis) on a cluster of 7 separate species, H14O7 in total in a non-equilibrium geometry.

Results
SMILES	O.O.O.O.O.O.O
energy above the lowest of the compared OMol25 structures with the same formula, charge and spin	309.8	kJ/mol
HOMO-LUMO gap	10.30	eV
E	-14558.2503	eV

Structure (ORCA input):
```
! RIJCOSX wB97M-V def2-TZVPD def2/J DEFGRID3
* xyz 0 1
O -1.912 -0.869 3.486
O 0.393 0.948 0.463
O -1.937 0.198 0.732
O -1.431 4.174 -0.559
O 3.202 -2.452 -0.064
O 2.054 -2.125 -2.330
O -0.453 0.313 -1.900
H -2.454 0.695 1.376
H -1.214 3.311 -0.188
H -1.010 -0.541 3.407
H -1.405 -0.400 1.269
H 1.311 -1.552 -2.111
H 2.619 -1.575 -2.883
H 2.859 -2.757 0.783
H 0.197 0.638 1.354
H -2.445 -0.070 3.572
H -0.241 -0.626 -1.854
H 0.551 0.139 -0.037
H 2.419 -2.379 -0.621
H -0.641 4.423 -1.052
H -0.461 0.506 -2.844
*
```

ORCA calculation (the ωB97M-V functional and the def2-TZVPD basis) on a cluster of 7 separate species, H14O7 in total in a non-equilibrium geometry.

Results
SMILES	O.O.O.O.O.O.O
energy above the lowest of the compared OMol25 structures with the same formula, charge and spin	136.6	kJ/mol
HOMO-LUMO gap	11.56	eV
E	-14560.0452	eV

Structure (ORCA input):
```
! RIJCOSX wB97M-V def2-TZVPD def2/J DEFGRID3
* xyz 0 1
O 1.882 1.682 -0.872
O -3.196 0.489 -0.503
O -0.496 -0.982 1.623
O -0.954 -1.712 -0.879
O -0.953 1.612 0.488
O 2.054 -0.034 1.479
O 1.563 -1.130 -1.178
H -2.492 1.109 -0.444
H 1.989 -1.364 -1.991
H -0.376 2.195 -0.190
H 2.372 -0.943 1.386
H -0.707 0.723 0.067
H 2.218 0.423 0.608
H -0.745 -1.587 0.135
H -3.751 0.694 0.242
H -1.086 -0.573 2.287
H 1.572 0.757 -1.004
H 2.407 1.829 -1.623
H 0.654 -1.344 -1.231
H -1.562 -0.970 -1.062
H 0.304 -0.351 1.552
*
```

ORCA calculation (the ωB97M-V functional and the def2-TZVPD basis) on a cluster of 7 separate species, H14O7 in total in a non-equilibrium geometry.

Results
SMILES	O.O.O.O.O.O.O
energy above the lowest of the compared OMol25 structures with the same formula, charge and spin	383.9	kJ/mol
HOMO-LUMO gap	9.39	eV
E	-14557.4824	eV

Structure (ORCA input):
```
! RIJCOSX wB97M-V def2-TZVPD def2/J DEFGRID3
* xyz 0 1
O 0.460 -2.647 2.125
O 1.123 -3.655 -0.278
O -0.177 4.448 -0.858
O -3.809 4.373 2.043
O -0.310 1.088 -0.920
O -0.138 -0.566 -2.828
O 2.511 -2.361 0.570
H -3.576 3.588 2.551
H 0.793 -3.001 -0.903
H -0.106 3.862 -0.096
H -3.454 4.199 1.164
H -0.697 1.126 -0.039
H 1.136 -4.476 -0.782
H 0.608 -2.977 3.018
H 0.654 4.320 -1.330
H -0.494 -2.720 2.004
H 3.416 -2.691 0.559
H 2.362 -2.056 -0.332
H 0.487 0.558 -0.804
H -0.408 0.352 -2.948
H -0.382 -0.765 -1.917
*
```

ORCA calculation (the ωB97M-V functional and the def2-TZVPD basis) on a cluster of 7 separate species, H14O7 in total in a non-equilibrium geometry.

Results
SMILES	O.O.O.O.O.O.O
energy above the lowest of the compared OMol25 structures with the same formula, charge and spin	112.5	kJ/mol
HOMO-LUMO gap	11.22	eV
E	-14560.2955	eV

Structure (ORCA input):
```
! RIJCOSX wB97M-V def2-TZVPD def2/J DEFGRID3
* xyz 0 1
O -0.193 -1.209 -2.325
O -1.479 -1.566 0.079
O 3.386 1.630 -0.383
O 0.786 0.970 0.916
O -0.806 1.294 -1.433
O -2.251 1.314 1.243
O 0.650 -2.028 1.570
H 1.043 -1.142 1.447
H 0.676 -2.228 2.542
H -2.264 0.384 1.503
H 0.430 0.770 0.092
H -0.299 2.066 -1.717
H -2.223 -2.185 -0.113
H 0.478 -1.878 -2.110
H 0.108 1.678 1.133
H 3.915 1.684 0.462
H -0.778 -2.075 0.538
H -0.632 0.639 -2.113
H 2.480 1.817 -0.072
H -0.744 -1.208 -1.486
H -2.280 1.272 0.228
*
```

ORCA calculation (the ωB97M-V functional and the def2-TZVPD basis) on a cluster of 7 separate species, H14O7 in total in a non-equilibrium geometry.

Results
SMILES	O.O.O.O.O.O.O
energy above the lowest of the compared OMol25 structures with the same formula, charge and spin	403.0	kJ/mol
HOMO-LUMO gap	10.41	eV
E	-14557.2842	eV

Structure (ORCA input):
```
! RIJCOSX wB97M-V def2-TZVPD def2/J DEFGRID3
* xyz 0 1
O 2.378 1.913 1.058
O -2.009 -0.139 -3.128
O 1.284 -0.899 -1.643
O -1.384 -2.408 -3.139
O 0.520 0.396 0.643
O 0.363 3.000 1.477
O -1.951 -1.702 4.824
H 0.116 2.696 0.522
H 3.176 2.461 1.153
H -0.743 -2.990 -3.584
H 0.504 -0.391 1.144
H 1.927 -1.035 -0.923
H -1.661 0.563 -2.518
H -1.180 -2.445 -2.220
H 1.940 -1.051 -2.292
H -2.522 -2.376 5.167
H 0.103 0.950 1.216
H -1.884 -1.949 3.858
H 0.627 3.880 1.298
H -2.395 0.460 -3.878
H 2.790 1.064 0.964
*
```

ORCA calculation (the ωB97M-V functional and the def2-TZVPD basis) on a cluster of 7 separate species, H14O7 in total in a non-equilibrium geometry.

Results
SMILES	O.O.O.O.O.O.O
energy above the lowest of the compared OMol25 structures with the same formula, charge and spin	93.8	kJ/mol
HOMO-LUMO gap	11.71	eV
E	-14560.4890	eV

Structure (ORCA input):
```
! RIJCOSX wB97M-V def2-TZVPD def2/J DEFGRID3
* xyz 0 1
O 4.666 7.560 6.897
O 6.165 5.367 6.024
O 3.766 2.942 8.867
O 3.389 5.869 4.477
O 5.147 5.770 9.206
O 4.681 2.907 5.918
O 5.787 7.273 4.080
H 3.448 5.357 3.654
H 4.282 5.869 4.860
H 4.745 6.609 8.994
H 3.951 3.436 5.585
H 3.124 2.834 9.538
H 3.751 7.242 6.744
H 5.000 7.309 3.510
H 5.969 4.441 5.745
H 4.363 2.739 6.826
H 5.483 7.745 4.853
H 5.232 6.747 6.889
H 4.007 3.873 8.861
H 6.539 5.831 5.262
H 6.021 5.967 9.601
*
```

ORCA calculation (the ωB97M-V functional and the def2-TZVPD basis) on a cluster of 7 separate species, H14O7 in total.

Results
SMILES	O.O.O.O.O.O.O
energy above the lowest of the compared OMol25 structures with the same formula, charge and spin	147.0	kJ/mol
HOMO-LUMO gap	10.33	eV
E	-14559.9379	eV

Structure (ORCA input):
```
! RIJCOSX wB97M-V def2-TZVPD def2/J DEFGRID3
* xyz 0 1
O 2.481 1.833 1.976
O -0.901 -0.444 -2.629
O 0.322 2.590 0.152
O -0.380 -0.434 0.277
O -3.744 -1.016 -2.581
O 2.847 -1.254 0.920
O -2.228 -0.949 2.430
H 0.545 -0.337 0.546
H -2.837 -1.005 -2.234
H -1.564 -1.151 3.096
H -0.281 -0.660 -3.337
H 3.185 2.070 2.589
H -0.345 -0.881 -0.584
H 2.998 -0.836 0.061
H 0.090 1.652 0.150
H 2.640 0.907 1.761
H -3.713 -0.434 -3.346
H -1.718 -0.724 1.630
H 2.484 -2.125 0.713
H 0.923 2.688 0.904
H -0.803 0.510 -2.495
*
```

For each record above, in turn, the calculated M values are 141.2, 141.2, 188.1, 314.1, 126.1, 126.1, 126.1, 126.1, 126.1, 126.1, 126.1, 126.1 g/mol.